Here is a single C4H6O2 molecule from the OMol25 dataset. Energies are from ωB97M-V with the def2-TZVPD basis set.

```
12
Properties=species:S:1:pos:R:3:forces:R:3:lowdin_charge:R:1
O 0.138 -1.585 -2.167 0.26 -0.35 0.27 0.04
C 0.683 -1.454 -1.103 -0.23 1.10 0.33 -0.25
C 0.723 -0.062 -0.382 -2.29 -3.01 -0.05 -0.13
C -0.691 0.311 0.129 -1.38 1.13 0.72 -0.14
C -0.576 1.241 1.420 -0.64 -2.86 -4.03 -0.25
O 0.320 1.082 2.147 2.19 0.25 2.67 0.08
H 1.195 -2.300 -0.570 -0.30 0.24 -0.33 0.12
H 1.332 -0.220 0.485 0.85 0.76 0.21 0.09
H 0.960 0.601 -1.165 1.03 1.16 -0.40 0.10
H -1.448 -0.497 0.298 1.11 0.01 0.42 0.12
H -1.323 0.898 -0.555 0.75 0.08 -0.42 0.10
H -1.314 1.986 1.462 -1.34 1.49 0.62 0.10
```
Forces are in eV/Å.

Output
frontier orbital gap	10.69	eV
energy above the lowest of the compared OMol25 structures with the same formula, charge and spin	171.06	kJ/mol
strongest force on any atom	0.09685	hartree/bohr
electronic energy	-306.4411	Ha
HOMO level	-9.784	eV

=====

Here is 2 unconnected molecules or ions with the total composition C9H11BF2NO9 from the OMol25 dataset. Energies are from ωB97M-V with the def2-TZVPD basis set.

```
33
Properties=species:S:1:pos:R:3:forces:R:3:lowdin_charge:R:1
C 2.433 -2.821 1.871 -0.05 0.40 0.14 -0.12
O 2.707 -2.123 0.677 -0.15 -0.64 -0.09 -0.19
C 1.585 -1.975 -0.185 0.40 0.58 0.04 -0.21
C 0.830 -0.661 0.070 -0.37 -0.36 -0.26 -0.17
C -0.644 -0.875 0.450 0.54 0.13 -0.08 -0.18
C -1.213 0.474 0.832 0.46 -0.01 -0.27 -0.11
O -2.595 0.451 1.325 0.35 -0.63 0.54 0.06
C -3.356 -0.545 0.930 -0.11 0.20 -0.72 -0.57
O -3.688 -0.852 -0.168 -0.09 -0.06 0.06 0.19
O -3.767 -1.256 2.065 -0.33 0.51 0.43 0.09
O -5.171 -1.587 1.886 0.22 -0.29 0.19 0.07
C -5.277 -2.835 1.543 -0.05 0.15 -0.75 -0.32
N -5.481 -3.883 1.107 0.06 -0.08 0.41 0.18
H 2.110 -2.131 2.661 -0.03 -0.05 0.04 0.08
H 1.650 -3.574 1.742 0.03 -0.07 -0.09 0.08
H 3.348 -3.312 2.199 0.03 0.01 0.00 0.08
H 2.006 -1.953 -1.190 -0.02 -0.07 -0.03 0.12
H 0.926 -2.847 -0.111 -0.02 -0.05 0.06 0.11
H 1.352 -0.076 0.825 0.11 -0.04 0.04 0.12
H 0.854 -0.065 -0.839 0.11 0.16 0.06 0.11
H -0.687 -1.589 1.279 -0.26 0.01 0.04 0.13
H -1.137 -1.291 -0.428 -0.26 -0.11 0.15 0.12
H -1.113 1.166 -0.002 -0.31 0.09 0.01 0.14
H -0.631 0.873 1.658 -0.17 0.13 0.09 0.14
B 1.140 4.639 -2.810 -0.17 0.37 -0.26 -1.04
O 0.722 3.976 -1.527 0.18 -0.17 -0.01 0.21
C 1.549 2.998 -1.248 -0.33 0.12 0.29 -0.41
O 1.488 2.268 -0.289 0.00 0.04 -0.03 0.10
C 2.615 2.928 -2.358 0.29 0.03 -0.36 -0.42
O 3.517 2.134 -2.407 -0.07 -0.02 0.07 0.12
O 2.357 3.875 -3.233 -0.05 -0.13 0.23 0.21
F 1.455 5.970 -2.582 0.02 -0.09 0.03 0.14
F 0.136 4.522 -3.759 0.05 -0.06 0.06 0.14
```
Forces are in eV/Å.

Output
frontier orbital gap	8.32	eV
charge	-1
energy above the lowest of the compared OMol25 structures with the same formula, charge and spin	0.00	kJ/mol
strongest force on any atom	0.01755	hartree/bohr
electronic energy	-1306.2309	Ha
HOMO level	-6.723	eV

=====

Here is a gas-phase ion, C3H6N3O2 (charge +1) from the OMol25 dataset. Energies are from ωB97M-V with the def2-TZVPD basis set.

```
14
Properties=species:S:1:pos:R:3:forces:R:3:lowdin_charge:R:1
H -0.967 2.338 -0.812 -0.64 2.41 -0.19 0.09
N -0.803 1.382 -0.761 1.10 -1.91 -0.34 0.20
N -1.644 0.803 -0.045 -0.04 1.98 0.28 0.00
C -1.431 -0.529 0.218 -0.20 -0.93 -0.19 -0.04
C -0.311 -1.270 -0.121 -1.30 0.36 0.73 0.00
C 1.022 -1.099 -0.352 0.48 -0.10 -1.79 -0.03
N 1.769 -0.064 -0.088 -0.68 2.33 4.70 -0.23
O 2.939 0.090 -0.069 1.84 -0.21 -1.66 0.16
O 1.108 0.801 0.865 -0.09 0.24 -0.82 0.05
H -2.410 1.488 0.329 0.97 -2.55 -0.18 0.25
H -2.267 -1.117 0.522 -0.64 0.19 0.31 0.12
H -0.437 -2.335 -0.104 -0.87 -0.45 0.05 0.13
H 1.599 -1.857 -0.809 0.37 -0.85 -0.36 0.15
H 1.833 1.368 1.228 -0.30 -0.52 -0.54 0.16
```
Forces are in eV/Å.

Output
frontier orbital gap (spin up / spin down)	7.15 / 7.32	eV
charge	+1
energy above the lowest of the compared OMol25 structures with the same formula, charge and spin	605.25	kJ/mol
strongest force on any atom	0.10290	hartree/bohr
electronic energy	-432.1708	Ha
HOMO level (spin up / spin down)	-13.477 / -13.516	eV

=====

Here is 2 unconnected molecules or ions with the total composition CH6N2O2 from the OMol25 dataset. Energies are from ωB97M-V with the def2-TZVPD basis set.

```
11
Properties=species:S:1:pos:R:3:forces:R:3:lowdin_charge:R:1
N -1.381 0.358 -0.810 -0.24 -1.12 0.13 0.13
C -0.351 -0.596 -0.814 0.81 1.35 1.00 -0.66
N -0.176 -1.238 0.426 -0.61 1.09 -1.61 0.14
O 0.459 -0.646 -1.704 0.02 -0.70 -0.46 0.05
H -2.096 0.059 -0.168 -0.44 0.37 0.14 0.07
H -1.788 0.445 -1.729 0.18 0.31 -0.19 0.10
H -1.018 -1.191 0.975 0.28 -0.76 0.45 0.08
H 0.325 -2.091 0.281 0.03 -0.52 0.55 0.10
O 1.828 1.907 1.416 0.98 0.32 0.72 -0.05
H 2.744 1.592 1.411 -0.20 0.26 0.20 0.04
H 1.454 1.400 0.717 -0.80 -0.60 -0.94 -0.01
```
Forces are in eV/Å.

Output
frontier orbital gap	11.00	eV
energy above the lowest of the compared OMol25 structures with the same formula, charge and spin	68.25	kJ/mol
strongest force on any atom	0.03963	hartree/bohr
electronic energy	-301.7181	Ha
HOMO level	-10.460	eV